No. 1
Below is an isolated molecule of C6H12O, with properties calculated with ωB97M-V/def2-TZVPD.

## Properties
* HOMO: -8.6236 eV
* max |F|: 0.624 eV/A
* energy above the lowest of the compared OMol25 structures with the same formula, charge and spin: 85.8 kcal per mole
* calculated total energy: -8460.6337 eV
* frontier orbital gap: 8.66 eV
* lowest unoccupied orbital energy: 0.03 eV

Structure (ORCA input):
```
! wB97M-V def2-TZVPD RIJCOSX def2/J DEFGRID3
* xyz 0 1
C 1.86706 -0.29400 0.08081
C 0.97626 0.06668 1.27874
C -0.57544 0.52134 -1.24798
C -0.75735 -0.85447 -1.76088
C -0.52975 -0.13687 1.16059
C -1.22131 0.72562 0.06886
O -1.21150 2.07993 0.48654
H 1.66417 0.32907 -0.80506
H 1.78382 -1.34685 -0.21829
H 2.91596 -0.11783 0.35400
H 1.13834 1.12412 1.51358
H 1.32063 -0.50969 2.14552
H -1.50198 -0.66634 -2.55395
H 0.13765 -1.21466 -2.28090
H -1.15553 -1.63903 -1.09093
H -0.98630 0.16954 2.11518
H -0.79693 -1.19047 1.00926
H -2.28197 0.39576 -0.01479
H -0.78584 2.55816 -0.24029
*
```

=====

No. 2
Below is a cluster of 2 separate species, C5H12NO2 in total at a distorted geometry, with properties calculated with ωB97M-V/def2-TZVPD.

## Properties
* HOMO: -2.6656 eV
* max |F|: 4.789 eV/A
* energy above the lowest of the compared OMol25 structures with the same formula, charge and spin: 93.7 kcal per mole
* calculated total energy: -10962.9259 eV
* frontier orbital gap: 6.39 eV
* lowest unoccupied orbital energy: 3.72 eV

Structure (ORCA input):
```
! wB97M-V def2-TZVPD RIJCOSX def2/J DEFGRID3
* xyz -1 1
C -1.12559 2.23007 -0.68814
O -0.30110 3.18302 -0.88838
C -0.30123 0.93857 -0.12862
C -1.21520 -0.33382 0.05690
C -0.43216 -1.44334 0.77185
C -0.13689 -2.56168 0.18854
N 1.03292 0.51799 -0.71554
H -1.65490 1.96033 -1.61140
H -1.87613 2.34921 0.16593
H -0.02923 1.30577 0.89585
H -1.91954 0.01421 0.82989
H -1.62023 -0.69855 -0.87695
H -0.24656 -1.30910 1.85394
H -0.44036 -2.59545 -0.96947
H 0.45114 -3.39051 0.71290
H 0.97067 0.38179 -1.65337
H 1.58701 1.40237 -0.61180
H 1.96715 0.00960 0.79357
H 2.59222 -1.41537 0.69284
O 2.69802 -0.54509 1.18144
*
```

=====

No. 3
Below is an isolated molecule of C4H8N2O at a distorted geometry, with properties calculated with ωB97M-V/def2-TZVPD.

## Properties
* HOMO: -7.4264 eV
* max |F|: 3.496 eV/A
* energy above the lowest of the compared OMol25 structures with the same formula, charge and spin: 137.7 kcal per mole
* calculated total energy: -9300.4220 eV
* frontier orbital gap: 8.42 eV
* lowest unoccupied orbital energy: 1.00 eV

Structure (ORCA input):
```
! wB97M-V def2-TZVPD RIJCOSX def2/J DEFGRID3
* xyz 0 1
C -0.43436 1.47590 0.43569
C 0.03155 -0.25424 -1.89965
C 0.46996 -0.34605 -0.46989
C 1.53083 -1.01846 -0.04230
O -1.11514 0.19583 2.66186
N -0.75836 -0.59878 1.53155
N -0.53843 0.15794 0.51495
H -1.87837 -0.27749 3.05202
H -0.70965 2.07111 1.28724
H -0.25042 1.97629 -0.49440
H 0.87920 -0.33290 -2.58582
H -0.47824 0.67719 -2.12659
H -0.66215 -1.06701 -2.13395
H 2.12049 -1.60063 -0.73124
H 1.79311 -1.05869 1.00052
*
```

=====

No. 4
Below is a structure of composition C3H5N5O at a distorted geometry, with properties calculated with ωB97M-V/def2-TZVPD.

## Properties
* HOMO: -8.8533 eV
* max |F|: 9.393 eV/A
* energy above the lowest of the compared OMol25 structures with the same formula, charge and spin: 133.7 kcal per mole
* calculated total energy: -12683.4955 eV
* frontier orbital gap: 8.36 eV
* lowest unoccupied orbital energy: -0.49 eV

Structure (ORCA input):
```
! wB97M-V def2-TZVPD RIJCOSX def2/J DEFGRID3
* xyz 0 1
C 0.85633 0.64359 -0.84053
C -0.29870 -0.72453 0.12215
C -1.36995 -2.60967 -0.51399
H 0.91375 3.16465 0.42601
H 2.07001 2.25603 1.05318
H 1.57026 1.17594 -1.41049
H -0.13173 -3.20749 -1.00310
H -1.19347 0.56932 1.22087
N 1.07180 2.25777 0.94231
N 0.46075 1.30536 0.26391
N 0.36829 -0.55921 -1.03076
N -1.51222 -1.35348 0.31387
N -0.16037 0.29868 1.09687
O -2.64475 -3.21695 -0.64032
*
```

=====

No. 5
Below is a structure of composition C3H11N5 at a distorted geometry, with properties calculated with ωB97M-V/def2-TZVPD.

## Properties
* HOMO: -7.7490 eV
* max |F|: 4.206 eV/A
* energy above the lowest of the compared OMol25 structures with the same formula, charge and spin: 84.4 kcal per mole
* calculated total energy: -10736.2820 eV
* frontier orbital gap: 8.54 eV
* lowest unoccupied orbital energy: 0.79 eV

Structure (ORCA input):
```
! wB97M-V def2-TZVPD RIJCOSX def2/J DEFGRID3
* xyz 0 1
C 0.14635 -1.35455 -0.11826
C -0.27744 1.32942 -0.69244
N -1.07267 -1.39711 0.52310
N -1.26734 1.68210 0.23115
C -0.24085 1.81134 -1.93773
N 0.43322 -2.16845 -1.06323
H -1.69904 -1.98033 -0.02076
H -1.46125 -0.46194 0.65054
H -0.91043 1.71917 1.18467
H -1.81244 2.50615 -0.01751
H 1.40942 -2.09838 -1.34323
H 0.44577 1.40983 -2.67586
H -0.98802 2.50411 -2.32257
N 1.16312 -0.59051 0.61849
N 1.19014 -0.63765 2.04783
H 0.27128 -0.93288 2.38664
H 1.81344 -1.39562 2.32902
H 2.08276 -0.60922 0.18112
H 0.77396 0.66451 0.03902
*
```

=====

What is the formula in the fifth record?
C3H11N5

=====

Which of these has the highest max |F|?
C3H5N5O

=====

max |F| of number 3 (C4H8N2O)?
3.496 eV/A